Here is CH6FN4OP3 as an isolated structure from the Open Molecules 2025 dataset. Energies are from ωB97M-V with the def2-TZVPD basis set.

HOMO level ... -8.76 eV
Gap between HOMO and LUMO ... 7.503 eV
ΔE to the lowest compared entry with this formula, charge and spin ... 0.000 eV

```
! wB97M-V def2-TZVPD RIJCOSX def2/J DEFGRID3
* xyz 0 1
C 1.56781 1.86979 1.71830
N -2.28745 -0.02874 -1.54013
N 0.38822 -0.70824 -0.97008
N -0.64127 1.90130 -0.13958
N -1.05316 -2.53284 -1.82269
O 1.37603 0.67687 0.85740
F 1.67527 1.58686 -1.36410
P -2.40764 1.36928 -0.74706
P -0.58924 -0.98289 -2.24124
P 0.49664 0.82307 -0.41427
H 1.78385 2.81188 1.33047
H 2.26031 1.51089 2.46311
H 0.67374 2.13848 2.33700
H -2.98238 -0.13816 -2.26015
H -1.22410 -2.64625 -0.83818
H -0.52387 -3.28432 -2.16732
*
```